(1)
This record from OMol25 describes the molecule C5H9N in a non-equilibrium geometry. The level of theory is the ωB97M-V functional and the def2-TZVPD basis.

The value obtained for the gap between HOMO and LUMO is 9.50 eV. The value obtained for the energy above the lowest of the compared OMol25 structures with the same formula, charge and spin is 3.012 eV. For the LUMO energy, the calculation gives 1.161 eV. The calculation puts the HOMO energy at -8.34 eV.

The geometry in XYZ format:
```
15
Properties=species:S:1:pos:R:3:lowdin_charge:R:1
C -0.13721 -1.55995 1.07916 -0.116
N -0.48606 -0.37353 0.23857 -0.221
C -0.01459 -0.36641 -1.18436 -0.221
C -0.00926 1.07046 -1.45876 -0.121
C 0.21767 1.81835 -0.33172 -0.069
C 0.11785 0.83289 0.80390 -0.243
H -0.23501 -2.54192 0.48555 0.092
H -1.10193 -1.67466 1.71518 0.094
H 0.78464 -1.51617 1.73053 0.076
H -0.80159 -0.85014 -1.90804 0.137
H 0.92748 -0.91288 -1.33339 0.112
H -0.69122 1.47889 -2.22931 0.112
H 0.73953 2.74129 -0.42526 0.089
H -0.53210 1.30068 1.63558 0.137
H 1.22181 0.55309 1.18236 0.141
```

***

(2)
This record from OMol25 describes the molecule C5H9N in a non-equilibrium geometry. The level of theory is the ωB97M-V functional and the def2-TZVPD basis.

The value obtained for the gap between HOMO and LUMO is 8.81 eV. The value obtained for the energy above the lowest of the compared OMol25 structures with the same formula, charge and spin is 3.518 eV. For the LUMO energy, the calculation gives 1.005 eV. The calculation puts the HOMO energy at -7.80 eV.

The geometry in XYZ format:
```
15
Properties=species:S:1:pos:R:3:lowdin_charge:R:1
C -0.46656 2.48117 -1.69453 0.013
C -0.68238 1.41802 -0.86616 -0.167
C 0.25539 0.20087 -0.70419 -0.267
N 0.26583 -0.25219 0.62889 -0.094
C 0.60435 -1.49866 1.01783 -0.298
C 0.06478 -2.24808 1.99833 -0.045
H -0.81523 3.54583 -1.91566 0.093
H 0.45704 2.29126 -2.07275 -0.002
H -1.76563 1.05654 -0.62367 0.123
H 0.14242 -0.70537 -1.41204 0.145
H 1.28607 0.61952 -0.88821 0.119
H -0.42315 0.28312 1.22987 0.154
H 1.43963 -1.88749 0.40688 0.116
H -1.03806 -2.28243 2.42736 0.082
H 0.67550 -3.02212 2.46806 0.024
```